264
Properties=species:S:1:pos:R:3 method="wB97M-V/def2-TZVPD" de_lowest_kcal_mol=31.61 e_tot_ha=-4849.24935 max_force_ev_per_a=3.66
C -2.74265 -2.81584 -3.80524
C -4.23230 -3.09614 -3.88990
C -4.97479 -2.80526 -5.13303
O -4.77337 -1.44877 -5.50299
C -5.49084 -1.08079 -6.66881
N -4.34778 -4.54110 -3.59099
H -2.17380 -3.33728 -4.50771
H -2.20798 -3.11519 -2.83956
H -2.55816 -1.76596 -3.87818
H -4.68708 -2.42924 -3.15788
H -5.98964 -2.98939 -4.93124
H -4.58433 -3.58995 -5.84457
H -6.28033 -1.84129 -6.84673
H -4.84597 -1.09772 -7.51449
H -5.93853 -0.10157 -6.53788
H -4.75262 -4.76585 -2.68771
H -3.47380 -5.05955 -3.64945
C 1.43348 -2.24712 -5.27477
C 1.84125 -1.61236 -3.91344
C 0.91376 -0.36498 -3.71340
O 1.23707 0.60486 -4.70936
C 0.94074 1.88191 -4.25771
N 1.69858 -2.63374 -2.80246
H 0.41726 -2.62136 -5.08175
H 2.08847 -3.06039 -5.61456
H 1.42500 -1.54542 -6.02973
H 2.87577 -1.26194 -3.93873
H 0.99908 -0.00663 -2.69691
H -0.15478 -0.63212 -3.76252
H 1.16041 2.54990 -5.08762
H 1.62364 2.19128 -3.47226
H -0.09847 1.92235 -4.03932
H 0.94475 -3.28061 -3.00835
H 1.41584 -2.03170 -2.00995
C 3.23916 -2.13632 4.64630
C 3.94610 -2.13678 3.32253
C 3.40049 -3.26056 2.42176
O 3.65212 -4.62126 2.86969
C 4.92589 -5.09993 2.48858
N 3.72478 -0.89243 2.63823
H 2.20949 -1.87188 4.52586
H 3.81714 -1.37627 5.21475
H 3.36369 -3.16222 5.08318
H 5.04912 -2.24201 3.50417
H 3.84132 -3.14725 1.34054
H 2.35187 -3.14056 2.36489
H 4.70594 -5.63715 1.54071
H 5.29117 -5.80284 3.20393
H 5.62534 -4.30481 2.20885
H 2.90510 -0.98333 2.06295
H 4.50656 -0.70785 1.98307
C -2.53378 6.66351 1.20912
C -1.61191 5.72336 1.90686
C -0.56818 6.53372 2.69694
O 0.38044 5.63295 3.19828
C 1.38544 6.18600 3.98769
N -2.31983 4.72531 2.69562
H -3.00504 7.24579 1.98079
H -3.19511 6.20300 0.51826
H -2.03923 7.49083 0.69746
H -1.10660 5.13919 1.17406
H -0.94408 7.06833 3.61417
H -0.17918 7.23623 1.92215
H 2.21806 5.52361 3.99506
H 1.01906 6.41431 4.96291
H 1.82419 7.14611 3.54352
H -3.00471 5.16787 3.36719
H -1.57515 4.24344 3.25925
C 1.41284 3.92798 -0.32241
C 2.80540 4.47569 -0.13043
C 3.55363 5.02726 -1.40828
O 3.67747 3.91759 -2.32961
C 3.99782 4.37598 -3.60708
N 2.68264 5.54015 0.82786
H 0.99312 3.57867 0.61688
H 1.36287 3.18649 -1.06291
H 0.76760 4.73483 -0.67098
H 3.42718 3.63454 0.36162
H 4.55384 5.51151 -1.31149
H 2.96552 5.80888 -1.86490
H 3.66369 3.57750 -4.28812
H 5.08427 4.57736 -3.78382
H 3.42160 5.23806 -3.93145
H 2.14706 5.34500 1.65907
H 3.60515 5.86184 1.15566
C -0.91943 3.50142 6.12865
C -2.13336 3.38620 6.96674
C -3.40290 3.73788 6.15132
O -3.34862 4.93904 5.44059
C -3.16170 6.13670 6.27608
N -2.47425 2.12422 7.64498
H -0.01076 3.28848 6.69925
H -0.80408 4.46518 5.74833
H -0.92686 2.79637 5.25855
H -2.11567 4.08123 7.83314
H -4.26875 3.75340 6.76108
H -3.45847 3.01258 5.33619
H -2.06128 6.33324 6.18543
H -3.41440 5.90751 7.29170
H -3.80692 6.91688 5.79219
H -2.54912 1.37582 6.96969
H -1.74316 1.87853 8.31252
C 5.44970 -3.07919 -4.41232
C 6.36899 -2.87623 -3.20935
C 5.70401 -2.12787 -2.04038
O 5.37930 -0.78814 -2.27732
C 4.13664 -0.36898 -1.76311
N 6.87130 -4.17000 -2.70827
H 5.01893 -2.14390 -4.85544
H 4.64225 -3.69322 -4.06499
H 6.03359 -3.62412 -5.13775
H 7.27249 -2.37112 -3.40742
H 6.51361 -2.30173 -1.21596
H 4.80496 -2.67575 -1.60519
H 3.98213 -0.41562 -0.66336
H 3.33118 -1.02168 -2.00374
H 4.03224 0.67604 -2.03208
H 6.18055 -4.90928 -2.88893
H 7.60036 -4.46354 -3.31859
C 6.62279 2.06243 -0.37842
C 6.81365 1.49788 1.02813
C 5.86492 2.12453 2.05778
O 6.24658 3.46607 2.38171
C 6.75827 3.73976 3.65460
N 6.53260 0.06815 1.08921
H 6.77240 3.15345 -0.43495
H 5.62975 1.81335 -0.75546
H 7.43532 1.66492 -0.99368
H 7.86247 1.78817 1.29436
H 5.74018 1.44286 2.91857
H 4.88228 2.16025 1.60338
H 7.73917 3.27174 3.80773
H 6.02386 3.45128 4.44793
H 6.96160 4.84116 3.80457
H 6.94559 -0.35510 0.23690
H 7.08112 -0.28347 1.87723
C 0.82295 -1.10391 -11.39357
C 0.33901 -1.79365 -10.12492
C -0.39000 -0.69716 -9.31446
O -0.77157 -1.16209 -8.04097
C -1.35648 -0.23521 -7.15138
N -0.60114 -2.88143 -10.43251
H 1.52126 -0.33354 -11.19744
H 0.02839 -0.52520 -11.87444
H 1.36304 -1.77703 -12.08763
H 1.16521 -2.18555 -9.50605
H -1.31316 -0.44134 -9.88059
H 0.24836 0.22879 -9.30761
H -0.60651 0.30683 -6.58623
H -2.00611 -0.70362 -6.40179
H -1.91402 0.54766 -7.72379
H -1.40648 -2.47881 -10.91052
H -0.94228 -3.31337 -9.55758
C -2.77707 -1.20206 5.36491
C -1.91446 -0.72807 4.27170
C -1.38430 -1.87755 3.45916
O -0.53831 -2.64239 4.31441
C -0.27882 -3.91223 3.77223
N -2.50542 0.30155 3.44194
H -2.39463 -2.08775 5.85879
H -3.74876 -1.49236 4.99647
H -2.83800 -0.48354 6.21703
H -1.10562 -0.25551 4.80890
H -0.71175 -1.49714 2.66292
H -2.19003 -2.50124 3.04590
H 0.32472 -3.83742 2.84858
H -1.25271 -4.35524 3.49743
H 0.26418 -4.52672 4.52411
H -3.43704 0.18623 3.03317
H -1.87541 0.70280 2.81361
C -2.10779 -3.86376 0.38689
C -3.64645 -3.90900 0.60017
C -4.22159 -2.52146 0.32280
O -5.68003 -2.59916 0.33161
C -6.26125 -2.07635 1.49420
N -4.33741 -4.95432 -0.13688
H -1.53662 -4.53027 0.99806
H -1.83375 -2.80420 0.69350
H -1.87144 -4.00956 -0.65202
H -3.88664 -4.11634 1.64986
H -3.86316 -2.19662 -0.64781
H -3.74035 -1.76732 0.99065
H -7.33432 -2.05506 1.30027
H -5.96112 -1.00278 1.53347
H -5.89835 -2.56730 2.43905
H -3.81461 -4.98181 -1.05224
H -5.28695 -4.58604 -0.25500
C -0.46503 -8.69901 -0.98595
C -0.74705 -7.20837 -0.83636
C 0.38400 -6.29923 -1.39542
O 1.57851 -6.59855 -0.64096
C 2.79988 -6.10515 -1.21649
N -2.00819 -6.72813 -1.35527
H 0.55439 -8.95580 -0.78258
H -0.64456 -8.94964 -2.06052
H -1.05137 -9.34561 -0.35337
H -0.85229 -7.01481 0.26235
H 0.06678 -5.22267 -1.25321
H 0.62223 -6.49541 -2.42751
H 3.57398 -5.98741 -0.44852
H 2.68595 -5.08939 -1.60801
H 3.16626 -6.78447 -2.00682
H -2.35052 -7.18749 -2.17212
H -2.76988 -6.90396 -0.72271
C -2.71121 2.60006 -2.19282
C -2.45738 4.02078 -1.73796
O -3.64145 4.74341 -1.81126
O -3.49120 2.72515 -3.44428
H -3.34999 2.00620 -1.49587
H -1.71707 2.16187 -2.34548
H -1.69828 4.46633 -2.36611
H -2.10179 3.99269 -0.73977
H -4.03624 4.35686 -2.61275
H -4.01793 1.94363 -3.66176
C -5.83858 3.05036 1.09340
C -4.59589 2.30887 1.38265
O -3.41812 2.94330 0.97613
O -6.97200 2.22537 1.16365
H -5.72789 3.54140 0.13172
H -6.01824 3.92159 1.81949
H -4.73878 1.43109 0.81007
H -4.52956 2.04643 2.45175
H -3.14574 3.62242 1.64608
H -7.13882 1.99385 0.26613
C 3.22633 2.41283 4.37619
C 1.67486 2.26142 4.23977
O 1.24889 1.54338 3.07153
O 3.70586 1.08351 4.52295
H 3.45219 3.04527 5.19315
H 3.62421 2.85733 3.47587
H 1.19248 3.25932 4.23554
H 1.30965 1.71248 5.12476
H 0.62394 2.00507 2.50427
H 3.73201 0.60687 3.69527
C -6.04258 0.39182 -3.39144
C -6.72456 -0.34616 -2.24220
O -6.60231 -1.78745 -2.21749
O -4.65412 0.19279 -3.41839
H -6.24371 1.41874 -3.27501
H -6.39419 0.00792 -4.34477
H -7.75919 -0.11017 -2.24662
H -6.20938 0.10145 -1.39159
H -6.24237 -2.10555 -1.35835
H -4.49184 -0.46842 -4.08389
C 0.34222 0.29292 8.79025
C 0.99296 0.13121 7.43411
O 2.23417 0.82069 7.37118
O 0.17547 1.68830 9.09579
H 0.92515 -0.17474 9.53038
H -0.65083 -0.17857 8.80378
H 0.34818 0.60041 6.68610
H 1.06727 -0.90298 7.16808
H 2.74206 0.59499 6.57704
H 1.03091 2.11435 9.02266
C 0.50213 -0.24231 -0.03283
C -0.90455 0.23061 0.20433
O -0.86727 1.59737 0.79654
O 1.22780 -0.55507 1.13609
H 1.01148 0.58098 -0.61418
H 0.37796 -1.16837 -0.61503
H -1.39760 -0.48011 0.92080
H -1.46777 0.32549 -0.76377
H -1.80325 1.87349 1.01011
H 1.19092 0.24270 1.75145

=====

15
Properties=species:S:1:pos:R:3 method="wB97M-V/def2-TZVPD" charge=+1 de_lowest_kcal_mol=61.75 e_tot_ha=-229.39485 max_force_ev_per_a=5.10 multiplicity=2 s_squared=0.7540
C -2.38117 -1.39513 -2.42134
N -3.10779 -0.35229 -2.21764
H -1.34666 -1.43929 -1.88589
H -2.70858 -2.37373 -2.74640
H -3.69292 -0.22631 -3.02877
C 1.08120 -0.04618 0.19749
N 1.31430 0.04693 1.70200
C 1.75927 1.35588 2.09049
H 1.68588 0.69823 -0.27943
H -0.00105 0.01898 -0.06094
H 1.43838 -0.98970 -0.12907
H 0.42558 -0.16927 2.26575
H 2.59640 1.55407 1.46142
H 0.98560 2.06793 1.84434
H 1.95157 1.24989 3.20798

=====

23
Properties=species:S:1:pos:R:3 method="wB97M-V/def2-TZVPD" de_lowest_kcal_mol=0.00 e_tot_ha=-727.68571 max_force_ev_per_a=1.06 smiles=CSCC[C@@H](C)N.O
C -0.47756 1.79151 -2.01011
S -1.25331 2.38098 -0.46613
C -1.87085 0.82453 0.26643
C -0.95272 0.24129 1.30928
C 0.31116 -0.42167 0.77411
C 1.23264 -0.84488 1.91461
N 0.07419 -1.59357 -0.08450
H 0.06277 2.65664 -2.37107
H 0.23683 0.97288 -1.87272
H -1.26223 1.50322 -2.70955
H -2.09066 0.19043 -0.60415
H -2.83001 1.10621 0.70870
H -0.62559 1.01059 2.02097
H -1.51650 -0.45823 1.94575
H 0.83884 0.31132 0.16824
H 1.65277 0.01440 2.43130
H 0.65979 -1.35556 2.70300
H 2.01957 -1.48923 1.50790
H -0.58720 -1.32385 -0.80997
H -0.42471 -2.30388 0.44661
O 2.03259 -0.89103 -1.97752
H 2.98282 -0.93158 -2.10590
H 1.78736 -1.39053 -1.18527

=====

27
Properties=species:S:1:pos:R:3 method="wB97M-V/def2-TZVPD" de_lowest_kcal_mol=1.98 e_tot_ha=-694.37582 max_force_ev_per_a=0.53 smiles="CC=C=PC(C)(C)C.C=C"
C 1.46020 2.89285 0.79614
C 0.17979 2.28956 1.29586
C -0.32865 1.18404 0.83490
P -1.00066 -0.10722 0.09303
C -0.26174 -1.52567 1.15153
C -0.81644 -1.43461 2.56998
C -0.69347 -2.84134 0.50263
C 1.26187 -1.42619 1.16341
H 1.89000 2.27322 0.01249
H 1.26417 3.88669 0.39656
H 2.17602 2.98713 1.60905
H -0.31230 2.82791 2.10080
H -1.90070 -1.55341 2.56782
H -0.38839 -2.22100 3.19164
H -0.57745 -0.46986 3.01689
H -0.28924 -2.92338 -0.50531
H -1.77949 -2.90397 0.44210
H -0.33428 -3.68815 1.08694
H 1.58528 -0.51888 1.67103
H 1.68887 -2.28507 1.68265
H 1.65320 -1.41076 0.14730
C -1.00963 0.96855 -4.77975
C -1.39729 1.87779 -3.91096
H -0.15308 0.33583 -4.60857
H -1.53337 0.81254 -5.71024
H -2.25808 2.50185 -4.09009
H -0.88632 2.03756 -2.97429

=====

7
Properties=species:S:1:pos:R:3 method="wB97M-V/def2-TZVPD" de_lowest_kcal_mol=35.14 e_tot_ha=-241.21762 max_force_ev_per_a=5.54
N -0.04714 -1.92846 -0.81048
N -0.18427 0.34055 -1.21275
N -0.15606 -0.84151 -1.06045
O 0.06181 0.65485 1.44253
H 0.69229 1.12572 1.99019
H -0.98266 0.76552 -1.37573
H 0.61602 -0.11667 1.02669